Entry 1:
29
Properties=species:S:1:pos:R:3 method="wB97M-V/def2-TZVPD" de_lowest_kj_mol=463.1 homo_lumo_gap_ev=8.0963 e_homo_ev=-7.38
C -2.9796 0.2383 -1.2738
C -2.7697 -1.1305 -1.1658
C -1.9716 1.1111 -0.8913
C -1.6285 -1.5915 -0.5121
C -0.7843 0.6814 -0.2610
C -0.6315 -0.7478 -0.0707
C 1.7681 -0.9942 0.3336
C 0.1909 1.6964 0.1051
C 0.6033 1.7958 1.4975
C 0.8506 2.2894 -0.8934
C 0.1657 -2.1371 1.7906
N 0.4498 -1.2616 0.6173
N 2.1778 -0.5974 -0.8671
O 3.4824 -0.0806 -0.7968
O 1.4471 -0.3632 -1.8396
H -3.8715 0.6089 -1.6386
H -3.5740 -1.9278 -1.4044
H -1.9750 2.1932 -1.1409
H -1.4615 -2.7181 -0.4238
H 2.5525 -1.0819 1.0605
H 1.6158 2.0376 1.6730
H 0.5151 0.8571 2.0583
H 0.0052 2.6157 2.0925
H 1.6128 3.1109 -0.5677
H 0.5490 2.0231 -1.9352
H 3.6207 0.4975 -1.5956
H -0.0896 -3.1927 1.2452
H 0.9129 -2.2476 2.6243
H -0.7830 -1.6846 2.1798

Entry 2:
12
Properties=species:S:1:pos:R:3 method="wB97M-V/def2-TZVPD" de_lowest_kj_mol=201.9 homo_lumo_gap_ev=9.7696 e_homo_ev=-9.18
C -0.0054 2.0986 0.4411
C -0.4695 -0.0514 -0.3186
C -0.2909 -1.3838 -0.5363
C 0.7672 -2.2344 -0.0005
H -0.5822 2.3124 1.4392
H 0.9060 2.7623 0.3118
H -0.7389 2.3306 -0.3382
H -1.3398 0.4646 -0.7670
H -0.9495 -1.9274 -1.1655
H 0.6637 -3.3165 -0.0965
O 0.3490 0.7278 0.3703
O 1.6903 -1.7828 0.6602

Entry 3:
67
Properties=species:S:1:pos:R:3 method="wB97M-V/def2-TZVPD" de_lowest_kj_mol=53.3 homo_lumo_gap_ev=7.1183 e_homo_ev=-10.80 charge=+1
Ta 0.3024 -0.2005 -0.3483
O -0.9662 -1.1805 -1.2974
C -1.9882 -2.0682 -1.1802
C -2.8652 -2.2536 -2.2299
C -3.9003 -3.1668 -2.0961
C -4.0506 -3.9036 -0.9256
C -3.1643 -3.7120 0.1185
C -2.1285 -2.7793 0.0140
C -1.2391 -2.5770 1.1484
N -0.3852 -1.6265 1.2308
N 0.3570 -1.5775 2.4152
C 1.2704 -0.6698 2.3336
O 1.3929 0.0842 1.2379
C 2.2640 -0.5208 3.4006
C 3.4075 0.2329 3.1530
C 4.3928 0.3313 4.1228
C 4.2291 -0.3120 5.3405
C 3.0814 -1.0575 5.5917
C 2.1005 -1.1697 4.6240
H -2.7286 -1.6864 -3.1410
H -4.5906 -3.3081 -2.9168
H -4.8535 -4.6208 -0.8305
H -3.2628 -4.2830 1.0343
H -1.3265 -3.2482 1.9999
H 3.5244 0.7192 2.1950
H 5.2897 0.9031 3.9250
H 4.9958 -0.2320 6.1000
H 2.9599 -1.5583 6.5428
H 1.2106 -1.7581 4.8004
C -3.2580 1.7696 4.0628
N -2.1738 1.7151 3.1002
C -2.1037 0.8808 2.0497
N -3.1294 0.0201 1.8613
O -1.1336 0.9378 1.2691
H -3.1401 2.6650 4.6659
H -3.2594 0.9063 4.7318
H -4.2214 1.8415 3.5565
H -1.3484 2.2696 3.2518
H -3.8860 -0.0731 2.5135
H -3.1074 -0.5799 1.0560
C -0.4605 1.6718 -3.3670
Si -0.9341 1.8364 -1.5648
C -2.7840 1.6496 -1.3983
C -0.4192 3.5010 -0.8979
H -1.1288 2.2921 -3.9713
H -0.5457 0.6438 -3.7275
H 0.5625 2.0048 -3.5515
H -3.2805 2.3998 -2.0196
H -3.1070 1.8004 -0.3676
H -3.1347 0.6664 -1.7219
H -0.8724 4.2999 -1.4924
H 0.6632 3.6411 -0.9259
H -0.7508 3.6190 0.1354
F 6.3007 -2.1298 1.6031
C 5.3084 -1.6984 0.8056
C 5.3644 -0.4151 0.3005
C 4.3241 0.0322 -0.5014
C 3.2446 -0.7913 -0.8091
C 2.0807 -0.2902 -1.6238
C 3.2398 -2.0894 -0.2985
C 4.2641 -2.5521 0.5153
H 6.2111 0.2163 0.5356
H 4.3582 1.0400 -0.8990
H 1.8880 -0.9633 -2.4666
H 2.2874 0.7030 -2.0374
H 2.4218 -2.7609 -0.5470
H 4.2654 -3.5563 0.9171

Entry 4:
23
Properties=species:S:1:pos:R:3 method="wB97M-V/def2-TZVPD" de_lowest_kj_mol=497.5 homo_lumo_gap_ev="8.9404 / 8.9395" e_homo_ev="-9.09 / -9.09"
C 2.0561 -1.5519 -0.5034
C 0.2173 1.6019 -0.1979
C -1.6914 0.6790 0.9102
C 0.5258 0.2205 1.8133
C -0.2586 -0.7086 -0.2137
N -0.2657 0.4846 0.6276
O 0.2019 0.1655 -2.6791
O -0.9856 -1.9364 -2.4846
O -2.1376 0.1235 -1.8361
S -0.8918 -0.5944 -2.0491
H 2.3537 -0.8757 -1.3061
H 2.4980 -1.6810 0.5197
H 1.8519 -2.3907 -1.0092
H -0.4767 1.7705 -1.0633
H 0.3411 2.5138 0.4873
H 1.1967 1.3143 -0.7088
H -2.2561 0.1491 0.1561
H -1.7819 0.1576 1.8203
H -2.0428 1.6150 1.0098
H 1.6002 0.2240 1.5987
H 0.3228 0.9317 2.5154
H 0.2039 -0.6552 2.3011
H -0.5811 -1.5572 0.2918

Entry 5:
21
Properties=species:S:1:pos:R:3 method="wB97M-V/def2-TZVPD" smiles=C[C@@H](CS)NCO.O de_lowest_kj_mol=191.6 homo_lumo_gap_ev=8.7875 e_homo_ev=-8.35
C 0.1365 0.4937 1.8252
C -0.9716 0.0105 0.8490
C -1.9974 1.1122 0.6903
S -1.3746 2.3877 -0.4931
N -0.3885 -0.3490 -0.4114
C -0.1145 -1.7600 -0.5706
O 1.1676 -1.9371 -0.0404
H 0.3548 1.5973 1.7371
H -0.2700 0.5332 2.8258
H 1.0765 -0.0239 1.7900
H -1.5067 -0.8210 1.4809
H -2.0825 1.7356 1.5628
H -2.9181 0.6764 0.3547
H -0.1526 2.0045 -0.6303
H 0.3368 0.3380 -0.7896
H -0.0287 -2.2462 -1.5153
H -0.7377 -2.4206 0.1516
H 1.9631 -1.9900 -0.6568
H 3.9360 -2.2368 -0.4446
H 3.6860 -1.0115 -1.2612
O 3.6747 -1.9420 -1.2846

Entry 6:
95
Properties=species:S:1:pos:R:3 method="wB97M-V/def2-TZVPD" homo_lumo_gap_ev=6.9949 e_homo_ev=-5.04 charge=-1
C 1.4187 -3.2078 -1.8162
C -0.0784 -3.0134 -1.5892
C -0.3915 -1.6152 -1.0604
O -1.6377 -1.5332 -0.4116
C -2.7648 -1.3491 -1.2443
C -3.7500 -2.5227 -1.1454
O -3.1320 -3.7096 -0.7903
P -4.0510 -5.1605 -1.2587
N -5.2030 -4.7928 0.0667
O -5.0644 -3.9919 -2.3783
C -4.5507 -2.8175 -2.4293
O -5.3992 -1.7541 -2.7064
Br -3.2217 -2.7879 -4.1676
H 2.0035 -2.6956 -1.0455
H 1.6951 -4.2637 -1.8000
H 1.7509 -2.8058 -2.7783
H -0.4924 -3.7280 -0.8752
H -0.6373 -3.1955 -2.5127
H 0.3656 -1.3337 -0.3206
H -0.3565 -0.8781 -1.8791
H -2.4525 -1.2473 -2.2881
H -3.2694 -0.4214 -0.9471
H -4.5720 -2.2585 -0.4540
H -3.1977 -5.9768 -0.4589
H -4.8968 -6.2182 -1.6940
H -3.2101 -5.2900 -2.4000
H -5.6468 -5.6662 0.3375
H -4.6649 -4.4665 0.8639
H -5.7366 -1.8709 -3.6053
N 4.3228 -2.0807 0.1863
C 4.8103 -0.9372 0.6593
C 5.9184 -0.8656 1.4923
C 6.5533 -2.0445 1.8502
C 6.0520 -3.2427 1.3661
C 4.9347 -3.2066 0.5423
H 4.2901 -0.0332 0.3611
H 6.2686 0.0941 1.8486
H 7.4242 -2.0321 2.4935
H 6.5224 -4.1873 1.6069
H 4.5158 -4.1253 0.1454
N 8.7219 -5.2854 -0.2148
C 8.4326 -4.2617 -1.0156
C 8.9999 -4.0869 -2.2702
C 9.9139 -5.0252 -2.7198
C 10.2218 -6.0964 -1.8959
C 9.6011 -6.1808 -0.6581
H 7.7128 -3.5485 -0.6313
H 8.7194 -3.2357 -2.8757
H 10.3755 -4.9263 -3.6940
H 10.9272 -6.8574 -2.2019
H 9.8215 -7.0088 0.0069
N -3.2865 1.7022 4.4206
C -3.7396 0.4751 4.1569
C -3.4288 -0.2324 3.0045
C -2.5938 0.3583 2.0669
C -2.1144 1.6309 2.3331
C -2.4913 2.2610 3.5075
H -4.3883 0.0337 4.9068
H -3.8302 -1.2240 2.8420
H -2.3093 -0.1652 1.1611
H -1.4584 2.1449 1.6440
H -2.1282 3.2619 3.7150
N -0.9562 4.7312 1.4922
C -0.0443 5.6749 1.7093
C 0.3644 6.5800 0.7385
C -0.2034 6.5006 -0.5231
C -1.1734 5.5374 -0.7497
C -1.5133 4.6794 0.2841
H 0.3990 5.6971 2.6992
H 1.1290 7.3108 0.9665
H 0.1124 7.1541 -1.3244
H -1.6424 5.4339 -1.7191
H -2.2584 3.9048 0.1323
N 1.3975 5.0424 -3.1142
C 0.9326 3.7952 -3.0980
C 1.2108 2.8602 -4.0855
C 2.0165 3.2407 -5.1458
C 2.5110 4.5360 -5.1718
C 2.1743 5.3949 -4.1359
H 0.3096 3.5265 -2.2514
H 0.8024 1.8611 -4.0154
H 2.2554 2.5406 -5.9360
H 3.1461 4.8798 -5.9774
H 2.5479 6.4136 -4.1293
N -8.0440 3.9616 6.0388
C -8.1026 5.2786 5.8540
C -7.1207 6.0050 5.1969
C -6.0156 5.3280 4.7041
C -5.9379 3.9572 4.8869
C -6.9768 3.3261 5.5586
H -8.9787 5.7811 6.2505
H -7.2263 7.0753 5.0772
H -5.2270 5.8579 4.1845
H -5.0924 3.3804 4.5359
H -6.9433 2.2537 5.7166

Entry 7:
23
Properties=species:S:1:pos:R:3 method="wB97M-V/def2-TZVPD" de_lowest_kj_mol=490.9 homo_lumo_gap_ev="5.3886 / 9.4567" e_homo_ev="-9.76 / -12.30" charge=+1
C -0.4111 1.5044 -0.2621
C -1.8771 1.0298 -0.5864
C 0.7308 -0.2611 1.0042
C -2.0966 -1.1674 0.3361
C 1.3379 -1.6067 0.8867
C 1.9960 1.1392 -0.5590
N 0.6270 0.4653 -0.2668
O -2.2875 0.1030 0.3968
O -1.5875 -1.7306 -0.7757
H -0.1557 2.2693 -1.0116
H -0.4128 2.0009 0.7288
H -2.5296 1.7704 -0.4465
H -2.0209 0.7991 -1.6196
H 0.7121 0.3735 1.8973
H -2.0327 -1.6343 1.1943
H 2.4458 -1.6436 0.7508
H 0.9927 -1.7875 -0.0451
H 1.0250 -2.4022 1.5517
H 1.9176 1.5418 -1.5805
H 1.9008 1.8968 0.2967
H 2.7337 0.4021 -0.2906
H 0.4471 -0.3068 -0.9891
H -1.4550 -2.7554 -0.6105

Entry 8:
17
Properties=species:S:1:pos:R:3 method="wB97M-V/def2-TZVPD" smiles=C[C@@H]1[C@H]([NH3+])N1C de_lowest_kj_mol=212.4 homo_lumo_gap_ev=10.5397 e_homo_ev=-14.09 charge=+1
C 0.2341 0.7418 0.4851
C 0.0100 -0.7263 0.5318
C 1.3540 1.4064 -0.2521
C -2.2456 0.1350 -0.1308
N -0.8309 -0.0288 -0.3797
N 0.9681 -1.6172 -0.2076
H -0.1747 1.2996 1.3186
H -0.3716 -1.2026 1.4322
H 1.6754 0.8478 -1.1268
H 2.2055 1.5575 0.4069
H 1.0230 2.3853 -0.5888
H -2.6170 -0.6019 0.5830
H -2.4702 1.1302 0.2478
H -2.7609 0.0055 -1.0807
H 0.9175 -1.3144 -1.1942
H 0.6867 -2.6033 -0.1475
H 1.9308 -1.5160 0.1385

Summary of E_tot in eV
-18703.6900; -8338.3687; -51712.5973; -23857.9674; -20777.2346; -136029.9820; -12021.9606; -7298.7469
(order as listed above)
Summary of max |F| in eV Å⁻¹
3.753; 2.270; 1.152; 5.149; 3.556; 1.160; 4.986; 2.651
(order as listed above)